No. 1
Entry from the OMol25 dataset: C13H18N8S5Sn as an isolated structure (ωB97M-V with the def2-TZVPD basis set).

The geometry in XYZ format:
```
45
Properties=species:S:1:pos:R:3:forces:R:3
Sn -0.396674 0.407184 0.073681 0.014 0.016 -0.074
N -1.703050 1.389899 1.919987 0.027 0.063 -0.045
C -2.234030 0.360088 2.836967 -0.063 -0.053 0.078
C -2.688231 -0.859749 2.050138 -0.020 0.003 0.041
N -1.682816 -1.328877 1.071680 -0.066 -0.073 -0.094
C -0.759253 -2.373228 1.550631 0.021 0.002 0.020
C 0.285532 -1.768398 2.474324 -0.002 0.047 -0.035
N 0.866462 -0.566393 1.827128 0.026 -0.026 0.023
H -2.471607 1.855481 1.439887 -0.005 0.016 0.006
H -1.237946 2.119107 2.453958 -0.008 0.024 -0.011
H -1.450675 0.115621 3.550834 0.017 -0.010 -0.011
H -3.080263 0.734274 3.415743 0.007 0.013 0.008
H -2.954326 -1.662662 2.742004 0.001 -0.002 0.005
H -3.591071 -0.608593 1.492520 0.012 0.008 -0.016
H -2.173607 -1.675081 0.249521 0.001 -0.008 0.011
H -1.291636 -3.179860 2.059491 -0.015 0.013 0.005
H -0.274371 -2.803984 0.671305 0.008 0.001 -0.006
H -0.161950 -1.476091 3.420835 0.007 -0.012 0.015
H 1.056420 -2.503606 2.701834 0.000 -0.015 -0.006
H 1.177958 0.113354 2.513961 -0.008 -0.015 0.022
H 1.694514 -0.820604 1.293246 -0.015 0.009 -0.001
S -4.006440 0.170646 -6.948578 -0.005 0.010 -0.035
C -3.518231 -0.041327 -5.444521 0.014 0.018 -0.012
S -2.283827 -1.209053 -4.986164 -0.028 0.020 0.071
C -2.296838 -0.945795 -3.291505 -0.020 -0.037 -0.127
C -3.266114 0.106109 -2.826500 0.024 0.039 0.019
S -3.471478 0.523832 -1.264673 -0.029 0.019 0.016
S -4.153680 0.869389 -4.081488 0.006 -0.052 0.061
S -1.313017 -1.796820 -2.308231 0.062 -0.027 0.077
N 3.360129 -1.457669 -2.383092 -0.027 -0.019 0.024
C 2.212076 -1.758606 -1.778197 0.017 -0.019 -0.092
N 1.868295 -0.767392 -0.973015 0.065 0.052 0.083
C 2.889152 0.135115 -1.140213 0.010 -0.053 -0.055
N 3.807124 -0.257823 -1.990159 -0.003 0.015 0.006
C 2.970760 1.428360 -0.447704 0.005 0.033 -0.003
C 4.062389 2.275815 -0.639230 -0.023 -0.003 0.013
N 4.147815 3.445848 -0.026847 0.013 0.017 -0.006
C 3.148294 3.786584 0.778615 -0.020 -0.021 0.009
C 2.058593 2.951378 0.972674 0.043 0.024 0.009
N 1.968113 1.769243 0.364948 -0.050 -0.027 0.010
H 3.886071 -1.999844 -3.052596 0.011 -0.007 -0.004
H 1.670215 -2.673807 -1.953636 -0.008 0.011 0.012
H 4.870159 1.988917 -1.300427 0.002 0.001 0.002
H 3.212807 4.743141 1.281502 0.010 0.004 -0.006
H 1.248253 3.245877 1.629361 -0.006 -0.001 -0.008
```
Forces are in eV/Å.

Properties
F_max (hartree/bohr): 0.003
Lowest unoccupied orbital energy (eV): -7.9
Gap between HOMO and LUMO (eV): 6.3
2S+1: 1
Total charge: +2



No. 2
Entry from the OMol25 dataset: C32H41N7OSZn as an isolated structure (ωB97M-V with the def2-TZVPD basis set).

The geometry in XYZ format:
```
83
Properties=species:S:1:pos:R:3:forces:R:3
Zn 0.637124 -0.162351 0.885660 0.429 0.397 -0.062
S 0.173424 0.107549 3.046060 -0.230 -0.226 -0.073
C -1.192876 -1.104951 2.850660 1.258 1.359 1.146
N -1.900776 -1.424251 3.873560 -0.792 -0.681 -0.023
N -1.631176 -0.913551 5.076260 1.047 0.852 -0.052
C -2.380776 -1.216251 6.174760 -0.420 -0.206 0.210
C -3.493076 -2.058951 6.072960 0.102 0.034 -0.206
C -4.237176 -2.356451 7.193660 0.039 0.070 0.169
C -3.896476 -1.822251 8.428360 -0.167 -0.063 0.186
C -2.806376 -0.971451 8.530160 -0.047 -0.032 0.019
C -2.048976 -0.668051 7.417860 0.048 0.008 -0.168
N -1.501476 -1.683751 1.704660 -1.094 -1.218 -1.290
N -0.841976 -1.500751 0.594960 0.847 0.792 0.665
C -1.198676 -2.186851 -0.483240 0.128 -0.329 -0.363
C -0.497976 -1.897051 -1.778740 -0.254 0.271 0.059
C -0.569876 -3.062151 -2.718340 0.145 -0.090 -0.081
C -1.536776 -3.982951 -2.615540 0.342 0.037 -0.301
C -2.454776 -3.975751 -1.518640 -0.258 0.053 0.323
C -2.250076 -3.134151 -0.470940 -0.183 -0.111 0.069
H -0.836776 -0.279551 5.167060 -0.276 -0.203 0.028
H -3.742476 -2.451851 5.100660 -0.042 -0.075 -0.043
H -5.097476 -3.005751 7.106260 -0.032 -0.052 -0.011
H -4.479876 -2.063851 9.303460 -0.066 -0.003 0.095
H -2.548976 -0.535451 9.485760 0.038 0.003 0.051
H -1.200476 -0.002251 7.493760 0.097 0.064 0.026
H 0.551824 -1.628951 -1.582040 -0.006 -0.003 0.003
H 0.131424 -3.061651 -3.540840 0.022 -0.148 -0.087
H -1.610776 -4.777451 -3.343640 0.021 -0.046 -0.147
H -3.260176 -4.694651 -1.505640 -0.053 -0.047 0.096
H -2.840876 -3.195051 0.429260 -0.116 -0.006 0.032
C 3.421024 0.193649 -0.524440 0.041 0.141 -0.411
C 4.965024 0.269649 -0.516340 0.112 -0.015 -0.104
N 5.475724 -0.127951 0.785660 0.283 0.014 -0.019
C 4.988824 0.803149 1.792860 0.117 0.067 0.011
C 3.445124 0.855249 1.765460 -0.130 0.316 0.347
N 2.931324 -0.145251 0.816660 -0.870 -0.019 -0.201
C 3.455324 -1.462151 1.210460 -0.103 -0.434 0.138
C 4.996224 -1.463351 1.108760 0.111 -0.081 0.003
H 3.068724 -0.572451 -1.219840 -0.056 0.025 0.010
H 2.974924 1.149549 -0.807440 -0.045 -0.090 -0.043
H 5.315724 1.285049 -0.718040 -0.037 -0.057 -0.047
H 5.395524 -0.393751 -1.270540 -0.030 0.076 -0.004
H 5.424824 1.783549 1.586660 -0.053 -0.014 0.079
H 5.357124 0.466749 2.763760 -0.029 0.065 0.004
H 3.083724 1.834449 1.446060 -0.054 -0.014 0.013
H 3.019624 0.642549 2.747760 -0.063 0.021 -0.079
H 3.011724 -2.220851 0.562060 -0.032 0.014 0.032
H 3.123024 -1.654251 2.232160 -0.088 -0.014 -0.058
H 5.341724 -2.147351 0.330660 -0.009 -0.008 0.050
H 5.454824 -1.764451 2.052860 -0.051 -0.075 -0.052
O 0.395824 1.652849 -0.249440 0.330 -0.830 0.213
C -0.110976 2.624849 -0.815440 0.145 0.223 -0.182
C 0.530824 3.204149 -2.055240 0.072 -0.068 0.047
C -0.378876 3.253549 -3.301540 -0.171 -0.111 -0.040
C -1.865376 3.021949 -3.036840 -0.006 0.293 -0.119
C -2.516076 4.156549 -2.248840 0.023 -0.274 0.082
C -1.796076 4.413449 -0.914240 -0.089 0.316 -0.412
N -1.207876 3.219649 -0.346540 -0.208 -0.204 0.452
H 1.404924 2.586549 -2.268740 -0.047 0.096 0.131
H 0.891124 4.202849 -1.795740 0.006 0.018 -0.004
H -0.046276 2.484649 -3.998940 0.061 0.043 -0.031
H -0.252476 4.220949 -3.788040 0.021 0.014 -0.116
H -2.004376 2.078349 -2.507640 -0.052 -0.049 -0.062
H -2.374376 2.920249 -3.996340 -0.015 -0.050 0.006
H -3.561776 3.907049 -2.064640 -0.040 0.030 0.001
H -2.493576 5.074949 -2.838840 -0.060 0.027 0.024
H -2.493076 4.830349 -0.186540 0.165 -0.020 0.014
H -0.998776 5.144849 -1.065140 -0.067 0.041 0.074
H -1.656376 2.792049 0.453860 0.204 -0.050 -0.027
C -1.182376 -0.671951 -2.457440 0.269 -0.080 0.066
C -0.648076 -0.395651 -3.832040 -0.088 0.103 -0.077
C -1.502676 -0.327051 -4.927140 0.016 0.002 0.118
C -1.008676 -0.153051 -6.207540 0.013 -0.009 -0.131
C 0.354924 -0.053551 -6.417440 0.048 0.060 -0.104
C 1.216424 -0.084451 -5.334240 0.134 -0.016 0.009
C 0.717924 -0.250451 -4.055240 -0.047 0.089 0.039
H -2.249376 -0.885751 -2.515740 -0.074 0.056 0.053
H -1.030576 0.188249 -1.801240 -0.096 0.043 0.041
H -2.568276 -0.427051 -4.778940 -0.109 -0.052 0.073
H -1.686576 -0.116751 -7.047740 -0.069 -0.005 -0.061
H 0.747324 0.039549 -7.417640 0.036 0.068 -0.131
H 2.283224 0.002549 -5.485840 0.072 0.016 -0.032
H 1.403724 -0.275451 -3.220340 0.080 -0.038 0.145
```
Forces are in eV/Å.

Properties
F_max (hartree/bohr): 0.042
Lowest unoccupied orbital energy (alpha / beta) (eV): 0.1 / 0.1
Gap between HOMO and LUMO (alpha / beta) (eV): 5.7 / 5.4
2S+1: 1



No. 3
Entry from the OMol25 dataset: a 2-piece molecular cluster, C3H9N3S overall (ωB97M-V with the def2-TZVPD basis set).

The geometry in XYZ format:
```
16
Properties=species:S:1:pos:R:3:forces:R:3
C -0.224013 1.069268 0.018481 1.052 0.607 -0.270
C 1.063589 1.171719 -0.811569 -0.385 0.295 -0.233
C 2.326053 -0.769112 -1.095625 0.115 -0.277 -0.488
N -2.560138 -1.257347 2.335120 -0.172 -0.091 0.139
N -1.123098 0.024570 -0.327009 -1.064 -0.581 0.039
N 1.978097 0.171307 -0.348024 0.179 -0.019 0.668
S -1.151228 -0.703114 -1.692839 0.116 -0.005 -0.045
H 0.031088 0.927503 1.074399 -0.050 0.098 -0.071
H -0.793572 2.004456 -0.059030 -0.036 -0.113 0.077
H 0.818565 1.073281 -1.882961 0.123 0.120 0.185
H 1.522882 2.147174 -0.630446 -0.107 -0.030 -0.044
H 2.997322 -1.520028 -0.700379 0.137 -0.157 0.037
H 2.006669 -0.884722 -2.139555 -0.071 0.113 0.062
H -1.758537 -0.846277 2.797108 0.022 -0.014 -0.034
H -2.223037 -2.038531 1.783805 0.026 0.089 0.009
H -2.910643 -0.570149 1.678521 0.117 -0.037 -0.032
```
Forces are in eV/Å.

Properties
F_max (hartree/bohr): 0.024
SMILES: C=NCCN=S.N
Lowest unoccupied orbital energy (alpha / beta) (eV): -1.2 / -1.2
Energy above the lowest of the compared OMol25 structures with the same formula, charge and spin (kJ/mol): 267.9
Gap between HOMO and LUMO (alpha / beta) (eV): 7.2 / 7.2
2S+1: 1



No. 4
Entry from the OMol25 dataset: C7H7BeN2O6 as an isolated structure (ωB97M-V with the def2-TZVPD basis set).

The geometry in XYZ format:
```
23
Properties=species:S:1:pos:R:3:forces:R:3
O 0.368797 3.858563 0.064871 -0.684 0.353 -1.786
C -0.034136 4.093222 -0.978145 0.687 -0.387 1.783
Be 0.559623 -0.675055 0.421167 -0.779 -1.052 0.798
C -0.187480 -2.106548 -0.233027 3.840 -3.215 1.175
O -0.346687 -3.248423 -0.494799 -1.014 2.400 0.200
C -0.614194 -0.414713 -1.922092 -0.352 0.498 -1.320
O -0.929960 -0.988306 -2.925029 0.647 0.882 0.610
C 1.831408 0.129962 -0.475643 4.167 2.503 -2.649
O 2.703707 0.655068 -1.029078 -3.712 -2.345 2.461
C -1.147866 -0.835113 -0.576291 -3.417 0.445 -0.067
O -2.338908 -0.918620 -0.256187 1.350 0.460 -0.256
H 0.144045 0.438365 -1.776163 -0.739 -0.557 -1.064
C 1.296877 0.591941 4.319178 0.496 0.069 0.265
N -0.015199 0.051646 4.033228 -0.643 -0.236 -0.612
C -0.396014 -0.350941 2.824942 0.524 -0.085 -0.330
N -1.617832 -0.905131 2.654607 0.550 0.576 -0.240
O 0.481141 -0.218720 1.878629 -0.960 -0.287 0.266
H 1.796293 0.848564 3.385029 -0.165 0.076 0.231
H 1.912539 -0.143997 4.842324 -0.096 0.077 -0.008
H 1.186761 1.477927 4.944381 0.072 -0.049 -0.105
H -0.708067 0.003189 4.759653 0.115 0.051 0.259
H -2.069268 -0.981812 1.723010 0.415 0.084 0.798
H -2.201981 -0.840967 3.477936 -0.302 -0.260 -0.410
```
Forces are in eV/Å.

Properties
F_max (hartree/bohr): 0.108
Lowest unoccupied orbital energy (alpha / beta) (eV): -5.7 / -5.8
Energy above the lowest of the compared OMol25 structures with the same formula, charge and spin (kJ/mol): 211.5
Gap between HOMO and LUMO (alpha / beta) (eV): 6.9 / 6.6
2S+1: 1
Total charge: +1